{
  "formula": "C30H26N2O2OsPS2",
  "method": "wB97M-V/def2-TZVPD",
  "elements": ["Os", "S", "C", "C", "C", "C", "C", "C", "N", "C", "C", "C", "C", "C", "C", "C", "C", "N", "C", "C", "C", "C", "C", "S", "C", "H", "H", "H", "H", "H", "H", "H", "H", "H", "H", "H", "H", "C", "P", "C", "C", "H", "H", "H", "H", "H", "H", "H", "H", "H", "O", "C", "O", "C", "C", "C", "C", "C", "C", "H", "H", "H", "H", "H"],
  "xyz": [[-0.15, -0.50, -0.28], [2.18, -0.68, 6.51], [2.73, -2.19, 6.97], [2.56, -3.16, 5.99], [1.97, -2.66, 4.84], [1.68, -1.31, 4.93], [1.09, -0.43, 3.96], [0.69, -0.89, 2.68], [0.20, -0.10, 1.75], [0.00, 1.22, 2.04], [0.35, 1.78, 3.30], [0.14, 3.17, 3.51], [-0.39, 3.96, 2.53], [-0.75, 3.42, 1.26], [-1.28, 4.18, 0.23], [-1.61, 3.58, -0.99], [-1.35, 2.19, -1.13], [-0.84, 1.44, -0.17], [-0.54, 2.04, 1.03], [-2.19, 4.31, -2.07], [-2.51, 5.66, -2.14], [-3.07, 6.03, -3.36], [-3.17, 4.97, -4.25], [-2.60, 3.52, -3.61], [0.92, 0.93, 4.25], [3.17, -2.33, 7.94], [2.86, -4.18, 6.12], [1.76, -3.27, 3.98], [0.81, -1.94, 2.41], [0.42, 3.59, 4.46], [-0.54, 5.01, 2.70], [-1.44, 5.24, 0.37], [-1.56, 1.70, -2.07], [-2.36, 6.37, -1.34], [-3.38, 7.03, -3.60], [-3.57, 5.00, -5.25], [1.23, 1.32, 5.20], [-2.97, -3.00, 0.33], [-2.17, -1.92, -0.91], [-3.55, -0.89, -1.51], [-1.78, -3.05, -2.30], [-3.77, -3.56, -0.16], [-3.40, -2.40, 1.13], [-2.27, -3.71, 0.76], [-4.35, -1.54, -1.87], [-3.22, -0.25, -2.33], [-3.93, -0.27, -0.70], [-2.69, -3.50, -2.67], [-1.10, -3.83, -1.96], [-1.30, -2.49, -3.10], [0.88, -0.55, -2.11], [1.55, -1.57, -1.73], [1.22, -2.03, -0.58], [2.60, -2.13, -2.57], [2.92, -1.43, -3.75], [3.92, -1.90, -4.57], [4.58, -3.09, -4.26], [4.29, -3.76, -3.07], [3.30, -3.30, -2.23], [2.38, -0.53, -3.98], [4.18, -1.36, -5.47], [5.32, -3.49, -4.94], [4.83, -4.66, -2.83], [3.06, -3.82, -1.31]],
  "orbital_gap_ev": [3.27, 3.24],
  "charge": 3,
  "lumo_energy_ev": [-12.23, -12.26],
  "e_tot_ev": -72007.5908
}

{
  "formula": "C2H5NS2",
  "method": "wB97M-V/def2-TZVPD",
  "elements": ["C", "C", "N", "S", "S", "H", "H", "H", "H", "H"],
  "xyz": [[0.10, -0.70, -0.56], [-1.15, -1.04, 0.25], [1.99, 1.49, -0.38], [1.64, -1.62, 0.04], [1.16, 0.29, 0.50], [2.05, 1.61, -1.38], [-1.84, -0.34, 0.02], [-0.84, -1.14, 1.25], [-1.46, -2.01, -0.16], [2.84, 1.67, 0.12]],
  "orbital_gap_ev": 8.03,
  "de_lowest_ev": 3.696,
  "lumo_energy_ev": 0.39,
  "e_tot_ev": -25312.1305
}

{
  "formula": "C15H24N4Pd",
  "method": "wB97M-V/def2-TZVPD",
  "elements": ["Pd", "N", "C", "C", "C", "C", "C", "C", "C", "C", "N", "C", "H", "H", "H", "H", "H", "H", "H", "H", "C", "N", "C", "C", "C", "N", "C", "C", "H", "H", "H", "H", "H", "H", "H", "H", "H", "H", "H", "H", "H", "H", "H", "H"],
  "xyz": [[0.08, 0.87, -0.63], [-0.12, 2.03, 1.03], [0.36, 1.46, 2.28], [0.01, 1.88, 3.56], [0.51, 1.16, 4.69], [1.34, 0.06, 4.50], [1.67, -0.39, 3.21], [2.51, -1.46, 2.92], [2.75, -1.81, 1.59], [2.13, -1.10, 0.57], [1.29, -0.08, 0.81], [1.13, 0.31, 2.10], [-1.13, 2.20, 1.18], [0.27, 2.98, 0.87], [-0.60, 2.77, 3.70], [0.28, 1.51, 5.69], [1.74, -0.49, 5.34], [2.96, -2.00, 3.74], [3.37, -2.65, 1.35], [2.29, -1.35, -0.47], [0.33, 1.37, -3.57], [0.22, 0.18, -2.69], [1.43, -0.62, -2.99], [-0.98, -0.62, -3.07], [-1.59, -1.31, -1.88], [-1.80, -0.35, -0.80], [-2.97, 0.51, -1.05], [-2.00, -1.06, 0.47], [0.43, 1.08, -4.64], [1.24, 1.93, -3.28], [-0.55, 2.02, -3.45], [1.51, -0.86, -4.04], [1.39, -1.54, -2.41], [2.30, -0.01, -2.68], [-0.73, -1.36, -3.85], [-1.68, 0.09, -3.54], [-0.92, -2.07, -1.47], [-2.53, -1.79, -2.19], [-3.89, -0.06, -1.15], [-2.83, 1.09, -1.97], [-3.08, 1.20, -0.20], [-2.90, -1.69, 0.44], [-2.13, -0.33, 1.29], [-1.12, -1.68, 0.68]],
  "orbital_gap_ev": [8.54, 6.71],
  "spin_multiplicity": 3,
  "charge": 2,
  "lumo_energy_ev": [-6.71, -8.60],
  "e_tot_ev": -25369.2049
}

{
  "formula": "C14H13P",
  "method": "wB97M-V/def2-TZVPD",
  "elements": ["C", "C", "C", "C", "C", "C", "C", "C", "C", "C", "C", "C", "C", "C", "P", "H", "H", "H", "H", "H", "H", "H", "H", "H", "H", "H", "H", "H"],
  "xyz": [[-2.83, 2.82, -2.64], [1.96, -2.36, 3.73], [-1.47, 2.97, -2.85], [-3.40, 1.82, -1.85], [2.41, -1.08, 3.82], [1.32, -2.82, 2.56], [-0.60, 1.98, -2.38], [-2.54, 0.78, -1.42], [2.11, -0.19, 2.82], [1.22, -2.00, 1.45], [-1.16, 0.90, -1.58], [1.57, -0.62, 1.65], [1.20, -0.34, -1.17], [-0.32, -0.17, -1.14], [1.43, 0.65, 0.41], [-3.60, 3.61, -2.90], [2.09, -3.24, 4.40], [-1.19, 3.86, -3.43], [-4.48, 1.69, -1.68], [2.86, -0.64, 4.78], [1.13, -3.85, 2.55], [0.49, 1.95, -2.29], [-2.89, -0.01, -0.85], [2.28, 0.89, 2.87], [0.80, -2.08, 0.46], [1.44, -1.41, -1.42], [1.63, 0.13, -2.02], [-0.80, -1.03, -0.54]],
  "orbital_gap_ev": [6.60, 6.41],
  "de_lowest_ev": 1.449,
  "lumo_energy_ev": [-0.47, -0.62],
  "e_tot_ev": -24014.2632
}

{
  "formula": "C4H10NO",
  "method": "wB97M-V/def2-TZVPD",
  "elements": ["C", "C", "C", "N", "C", "O", "H", "H", "H", "H", "H", "H", "H", "H", "H", "H"],
  "xyz": [[0.19, -1.23, -0.93], [0.21, -0.63, 0.46], [1.55, 0.20, 0.61], [-1.02, 0.10, 0.81], [-1.48, 1.14, -0.26], [-0.55, 1.99, -0.64], [-0.10, -0.48, -1.66], [1.14, -1.70, -1.16], [-0.60, -2.00, -0.87], [0.23, -1.41, 1.24], [1.46, 0.83, -0.29], [1.57, 0.93, 1.41], [2.43, -0.43, 0.45], [-0.78, 0.60, 1.66], [-1.88, 0.47, -1.06], [-2.37, 1.62, 0.22]],
  "orbital_gap_ev": 6.83,
  "de_lowest_ev": 0.459,
  "charge": -1,
  "smiles": "CC(C)NC[O-]",
  "lumo_energy_ev": 4.34,
  "e_tot_ev": -7847.0777
}

{
  "formula": "C4H9N3O",
  "method": "wB97M-V/def2-TZVPD",
  "elements": ["N", "C", "C", "N", "N", "C", "C", "O", "H", "H", "H", "H", "H", "H", "H", "H", "H"],
  "xyz": [[0.02, -0.41, -2.23], [0.61, -0.90, -1.03], [0.07, -0.69, 0.21], [0.48, -1.50, 1.29], [-1.29, -0.14, 0.36], [-1.16, 1.11, 0.90], [0.18, 1.49, 0.94], [0.85, 1.80, -0.23], [-0.51, 0.44, -2.07], [0.72, -0.24, -2.94], [1.29, -1.73, -1.17], [-0.09, -1.40, 2.13], [0.57, -2.47, 1.05], [-2.02, -0.34, -0.32], [-1.96, 1.54, 1.49], [0.52, 2.07, 1.80], [1.73, 1.38, -0.18]],
  "orbital_gap_ev": 7.71,
  "de_lowest_ev": 4.377,
  "smiles": "N/C=C(/N)N/C=C\\O",
  "lumo_energy_ev": 0.73,
  "e_tot_ev": -10808.0848
}

{
  "formula": "C4H4N2O2",
  "method": "wB97M-V/def2-TZVPD",
  "elements": ["C", "C", "C", "C", "N", "N", "O", "O", "H", "H", "H", "H"],
  "xyz": [[1.38, -1.29, 0.02], [-0.21, 0.73, -0.22], [1.88, -0.04, -0.05], [-0.76, -0.55, -0.02], [0.06, -1.56, 0.05], [-0.78, 1.88, 0.03], [2.69, 0.81, 0.07], [-2.10, -0.79, -0.01], [2.05, -2.13, -0.09], [-1.71, 1.97, 0.44], [-0.30, 2.74, -0.19], [-2.21, -1.75, -0.02]],
  "orbital_gap_ev": [7.08, 7.08],
  "de_lowest_ev": 3.792,
  "lumo_energy_ev": [-0.56, -0.56],
  "e_tot_ev": -11284.7471
}